[1]
Molecular formula: C31H49BrN2NiOP2
Method: DFT, ωB97M-V with the def2-TZVPD basis set

Each line ends with the Löwdin spin population.
CARTESIAN COORDINATES (ANGSTROEM)
1 Br 0.2450 0.6692 0.4350  0.004
2 Ni -3.3807 1.6665 -2.8911  0.889
3 P -1.7559 5.1567 -0.1923  0.598
4 P -2.8170 0.3893 0.5536  0.011
5 O 2.5386 -0.3722 -2.4460  0.000
6 N -4.2617 0.5521 -9.8927  0.006
7 N 4.2587 -0.3308 -0.9787  0.000
8 C -1.0684 1.7730 -3.2100  0.002
9 C 5.4377 -2.5097 -0.6141  0.000
10 C 3.0497 -0.7861 -1.4161  0.000
11 C -0.0472 4.6119 0.2600  0.090
12 C -5.4246 0.0206 -0.6267  0.000
13 C -3.5637 0.5497 3.3920  0.000
14 C 2.4241 -1.8625 -0.5285  0.000
15 C 4.3440 -3.4924 -0.2039  0.000
16 C -3.4367 4.8001 1.9840  0.016
17 C 0.8941 5.8079 0.4453  0.015
18 C -2.4343 0.6098 2.3753  0.001
19 C -3.5268 -0.4253 -9.3623  -0.001
20 C -2.8563 5.7779 -2.6510  0.017
21 C -3.2528 0.7286 -5.7919  0.089
22 C -3.5738 0.6462 -7.1661  0.013
23 C -4.6663 1.5677 -9.1368  -0.001
24 C -2.8487 4.0437 0.7813  0.088
25 C -2.8786 0.8718 -4.6117  -0.024
26 C -1.9942 4.7287 -1.9478  0.090
27 C -1.7565 0.6063 -3.6114  0.003
28 C -3.1507 -0.4227 -8.0075  0.009
29 C 2.9889 -3.2347 -0.8634  0.000
30 C -0.0920 0.5099 -1.4240  0.003
31 C -1.4869 -0.6151 -3.0270  0.000
32 C -2.8411 -1.4566 0.4785  0.002
33 C 5.1990 -1.0703 -0.1463  0.000
34 C -4.5593 0.9385 0.2315  0.002
35 C -3.7025 -2.1934 1.4928  0.001
36 C -4.3464 1.6599 -7.7761  0.010
37 C -0.1953 1.6965 -2.1261  0.001
38 C -0.6071 -0.7020 -1.9491  0.005
39 H -0.1213 4.0307 1.1925  0.003
40 H -5.8817 -0.7712 -0.0025  0.000
41 H -2.0552 -1.4848 -3.3414  0.000
42 H -2.7780 5.6694 -3.7347  0.000
43 H 6.3894 -2.8340 -0.1866  0.000
44 H -3.2198 -1.2468 -10.0127  0.000
45 H -4.6887 2.5117 -7.1835  0.001
46 H 6.1500 -0.5179 -0.1749  0.000
47 H -4.4358 1.9156 -0.2755  0.001
48 H -4.1831 -0.3558 3.2972  0.000
49 H -1.0020 4.6667 -2.4084  0.002
50 H -2.4508 3.7173 -1.9987  0.012
51 H 4.6631 -4.4975 -0.4557  0.000
52 H 1.8293 5.4772 0.9102  0.000
53 H -4.8746 -0.4269 -1.4636  0.000
54 H 4.8432 -1.0774 0.8908  0.000
55 H -3.7898 5.7946 1.6762  0.005
56 H -2.5415 -1.2347 -7.6111  0.000
57 H -0.3819 -1.6517 -1.4727  0.000
58 H -4.7416 -1.8386 1.5267  0.000
59 H 4.2143 -3.4461 0.8901  0.000
60 H 3.1006 -3.3124 -1.9548  0.000
61 H -5.2723 2.3496 -9.5902  0.000
62 H -4.2144 1.4320 3.3382  0.000
63 H 1.3528 -1.8345 -0.6898  0.000
64 H -3.6471 3.7083 0.1060  0.002
65 H -3.2806 -2.1789 2.5055  0.000
66 H -3.9153 5.6752 -2.3873  0.000
67 H 0.2893 2.5790 -1.7331  0.000
68 H -2.5423 6.7980 -2.3884  0.005
69 H -2.2696 3.1589 1.0855  0.013
70 H -1.7865 -1.7706 0.5845  0.000
71 H 5.5625 -2.5330 -1.7078  0.000
72 H 2.2705 -4.0046 -0.5514  0.000
73 H -4.2935 4.2498 2.3951  0.000
74 H 0.4492 6.5861 1.0813  0.003
75 H 2.6048 -1.5916 0.5274  0.000
76 H -6.2323 0.6143 -1.0550  0.000
77 H -1.6722 -0.1630 2.6051  0.000
78 H -1.1469 2.6793 -3.7843  0.000
79 H -3.1398 -1.6993 -0.5464  0.000
80 H -5.0203 1.1477 1.2090  0.000
81 H 4.5786 0.5132 -1.4467  0.000
82 H 0.3235 3.9397 -0.5185  0.013
83 H -2.6958 4.9337 2.7805  0.000
84 H 1.1467 6.2624 -0.5271  0.000
85 H -3.1158 0.5395 4.3936  0.000
86 H -1.9096 1.5842 2.4519  0.001
87 H -3.7495 -3.2618 1.1900  0.000

Properties
calculated total energy = -167612.6927 eV
HOMO (alpha / beta) = -0.4772 / -0.4762 Eh
E_LUMO (alpha / beta) = -0.2448 / -0.3425 Eh
energy relative to the best compared isomer or geometry (same formula, charge and spin) = 44.3 kcal per mole
multiplicity = 3
largest force on an atom = 0.0607 Eh/bohr
total charge = +2

=====

[2]
Molecular formula: BrH12O6
Method: DFT, ωB97M-V with the def2-TZVPD basis set

Each line ends with the natural charge from an NBO analysis.
CARTESIAN COORDINATES (ANGSTROEM)
1 Br 1.0406 -0.6445 0.1171  -0.892
2 O 0.4636 2.7925 -0.0569  -0.955
3 O 3.0036 1.3765 1.7911  -0.978
4 O 0.3276 -0.6155 -3.1939  -0.965
5 O -2.2564 -2.5285 0.5121  -0.945
6 O -1.8864 -0.0355 -1.2749  -0.933
7 O -0.6724 0.0875 2.8441  -0.966
8 H -2.4584 -2.3835 -0.4359  0.456
9 H 2.5116 0.7175 1.2751  0.495
10 H -1.0034 -0.1375 -0.9619  0.484
11 H 1.0196 2.0455 0.1371  0.491
12 H 0.8266 3.5705 0.4071  0.457
13 H -1.5374 -0.1185 2.4941  0.457
14 H -1.3084 -2.4305 0.5481  0.485
15 H -1.9654 -0.9055 -1.7119  0.425
16 H 3.8086 1.6055 1.2761  0.455
17 H 0.5656 -0.8355 -2.2769  0.495
18 H -0.2114 -0.2695 2.0541  0.484
19 H -0.2684 -1.2905 -3.5429  0.451

Properties
calculated total energy = -82525.6106 eV
HOMO = -0.2164 Eh
E_LUMO = 0.1163 Eh
energy relative to the best compared isomer or geometry (same formula, charge and spin) = 19.8 kcal per mole
largest force on an atom = 0.0412 Eh/bohr
total charge = -1

=====

[3]
Molecular formula: C18H21ClN4O6RuS
Method: DFT, ωB97M-V with the def2-TZVPD basis set

Each line ends with the Löwdin spin population.
CARTESIAN COORDINATES (ANGSTROEM)
1 Ru 0.1287 0.0400 -0.2550  3.886
2 Cl -2.6163 -3.1725 -2.1711  0.001
3 S -0.6584 2.0781 -2.8701  0.028
4 O -0.2221 2.0443 0.2007  0.194
5 O -0.2971 -1.9920 -0.4229  0.230
6 O -1.8092 3.5200 1.0226  0.024
7 O -0.5894 0.7089 -2.2007  0.106
8 O 2.2516 -0.0252 -0.8387  0.087
9 O -1.2891 -2.9600 1.4974  0.006
10 N 4.6987 -0.1687 5.3445  0.009
11 N 1.8689 -1.4416 -2.5892  0.007
12 N -1.7424 0.0661 0.3745  0.108
13 N 0.9139 -0.3179 1.7128  0.102
14 C 3.0512 -0.4676 3.3920  0.013
15 C 3.9612 -0.3782 4.4454  0.001
16 C 2.8131 0.7096 2.7385  0.001
17 C -2.1210 3.0532 -2.3662  0.005
18 C -3.6422 1.2277 1.3357  0.003
19 C -1.4655 2.3760 0.7507  0.015
20 C -2.3678 -3.4657 -0.4759  0.006
21 C 2.3735 -1.6513 3.0267  0.002
22 C -2.2910 1.1874 0.8303  0.027
23 C 0.7338 3.1172 -2.2250  0.004
24 C -2.3966 -1.1527 0.4673  0.025
25 C 1.5924 0.8210 2.0442  0.029
26 C 2.6191 -0.5769 -1.9480  0.013
27 C -1.5022 -2.3558 0.1664  0.019
28 C -3.7363 -1.1551 0.7713  -0.001
29 C 1.3138 -1.5822 2.1532  0.020
30 C -4.3647 0.0536 1.2238  0.017
31 C 3.9816 -0.2161 -2.5072  0.003
32 H 1.0401 -1.8771 -2.1481  0.000
33 H 4.6852 0.0564 -1.6853  0.000
34 H -1.8974 -4.4531 -0.4826  0.000
35 H -3.9719 2.1832 1.7357  0.001
36 H 4.4601 -0.9660 -3.1532  0.000
37 H 0.7880 -2.4381 1.8123  0.001
38 H -2.0435 3.3656 -1.3456  0.000
39 H 3.9771 0.6992 -3.1474  0.000
40 H -3.0144 2.4927 -2.7148  0.000
41 H 1.5562 2.4023 -2.0516  0.000
42 H -0.7907 -3.8020 1.3715  0.000
43 H 2.7594 -2.6189 3.3955  0.000
44 H 0.4786 3.5993 -1.3076  0.001
45 H -5.4081 -0.0323 1.5180  0.001
46 H -4.3492 -2.0132 0.5753  0.001
47 H 1.1648 1.7641 1.7289  0.002
48 H -2.1350 3.9272 -3.0251  0.001
49 H 3.5581 1.5247 2.7095  0.000
50 H 2.3096 -1.9448 -3.3608  0.000
51 H 0.9876 3.7163 -3.0665  0.000
52 H -3.3453 -3.5091 0.0139  0.001

Properties
calculated total energy = -63182.5237 eV
HOMO (alpha / beta) = -0.3806 / -0.4656 Eh
E_LUMO (alpha / beta) = -0.1242 / -0.1700 Eh
energy relative to the best compared isomer or geometry (same formula, charge and spin) = 0.0 kcal per mole
multiplicity = 6
largest force on an atom = 0.1066 Eh/bohr
total charge = +1

=====

[4]
Molecular formula: C7H28BrN14O7
Method: DFT, ωB97M-V with the def2-TZVPD basis set

Each line ends with the natural charge from an NBO analysis.
CARTESIAN COORDINATES (ANGSTROEM)
1 Br -0.2005 0.0531 -0.6031  -0.890
2 O -0.1955 -2.2914 4.5839  -0.679
3 O 3.8158 0.0469 -0.5549  -0.717
4 O 2.4234 -4.5531 -1.4262  -0.687
5 O -4.5641 -2.2787 -1.1719  -0.659
6 O 0.8837 2.9452 2.7313  -0.710
7 O -3.5047 4.8183 1.3269  -0.703
8 O -2.2631 3.0455 -4.6129  -0.689
9 N -0.4922 -1.7436 2.3880  -0.874
10 N 5.0193 0.0687 -2.4763  -0.850
11 N 0.9213 -0.5119 3.6889  -0.858
12 N -1.0453 2.6340 -2.7216  -0.865
13 N 0.4981 -3.4717 -1.9653  -0.863
14 N -1.7926 3.9211 2.5015  -0.859
15 N 2.2047 1.6349 1.4286  -0.853
16 N 3.0191 2.5908 3.3557  -0.854
17 N 2.6865 0.0803 -2.5152  -0.850
18 N -4.2476 -4.4177 -0.5057  -0.857
19 N -2.6234 1.1439 -3.4204  -0.855
20 N 1.6633 -2.8354 -0.1117  -0.852
21 N -2.6368 -2.8376 -0.0900  -0.859
22 N -2.3185 3.1170 0.4060  -0.850
23 C -1.9986 2.3356 -3.6527  0.771
24 C 1.9608 2.4049 2.5092  0.774
25 C 1.5946 -3.6929 -1.1604  0.771
26 C 0.0814 -1.5905 3.6268  0.778
27 C 3.8315 0.0626 -1.7843  0.783
28 C -2.5883 4.0023 1.4013  0.769
29 C -3.8567 -3.1101 -0.6314  0.772
30 H 1.8640 0.0164 -1.9328  0.443
31 H -1.6467 2.3847 0.5594  0.402
32 H 1.2405 -0.2623 4.6066  0.396
33 H 2.7329 0.3424 -3.4795  0.387
34 H -5.1650 -4.6363 -0.8427  0.404
35 H -1.8320 4.7458 3.0718  0.389
36 H -1.0543 -2.5605 2.2473  0.392
37 H 5.0749 0.2905 -3.4516  0.385
38 H 3.0810 1.1568 1.2985  0.415
39 H -0.8938 2.0038 -1.9468  0.414
40 H -2.1819 -1.9458 -0.1928  0.429
41 H -0.9673 3.3367 2.5609  0.426
42 H 5.7828 0.2651 -1.8526  0.400
43 H 0.2437 -4.1068 -2.6946  0.397
44 H -3.3656 0.8188 -4.0088  0.399
45 H 3.8954 2.1169 3.2489  0.389
46 H -0.4492 3.4186 -2.8990  0.399
47 H 1.1582 0.0684 2.9036  0.404
48 H -2.3436 0.5342 -2.6690  0.404
49 H -0.4535 -1.0352 1.6655  0.416
50 H -3.6906 -5.1100 -0.0433  0.385
51 H 2.8787 3.2360 4.1093  0.404
52 H 2.5048 -2.7578 0.4245  0.411
53 H -2.9064 3.1359 -0.4051  0.409
54 H 1.5175 1.5018 0.7029  0.439
55 H 0.9380 -2.1316 -0.0610  0.408
56 H -2.0492 -3.6001 0.2002  0.378
57 H -0.1891 -2.7969 -1.6638  0.392

Properties
calculated total energy = -112961.9688 eV
HOMO = -0.2542 Eh
E_LUMO = 0.0851 Eh
energy relative to the best compared isomer or geometry (same formula, charge and spin) = 0.0 kcal per mole
largest force on an atom = 0.0251 Eh/bohr
total charge = -1

=====

[5]
Molecular formula: C2H6N2O4
Method: DFT, ωB97M-V with the def2-TZVPD basis set

Each line ends with the natural charge from an NBO analysis.
CARTESIAN COORDINATES (ANGSTROEM)
1 O -1.2606 -2.7421 -0.1813  -0.489
2 O -1.3167 0.4798 0.7603  -0.506
3 O 0.1230 0.4169 -1.5206  -0.633
4 O 1.0345 -0.7446 0.2255  -0.764
5 N -1.6811 -0.6257 0.2214  0.067
6 N -1.1995 -1.7201 0.6813  0.195
7 C 1.2154 1.7652 0.1570  -0.727
8 C 0.5166 0.5559 -0.3920  0.831
9 H 0.9969 1.8699 1.2177  0.237
10 H 0.8516 2.6458 -0.3682  0.243
11 H -1.2017 -2.4244 -1.1053  0.466
12 H 1.3677 -0.6082 1.1232  0.479
13 H 2.2884 1.6851 0.0055  0.244
14 H -1.7345 -0.5537 -0.8244  0.356

Properties
calculated total energy = -13336.3336 eV
HOMO (alpha / beta) = -0.3596 / -0.3596 Eh
E_LUMO (alpha / beta) = -0.0136 / -0.0137 Eh
energy relative to the best compared isomer or geometry (same formula, charge and spin) = 149.4 kcal per mole
SMILES = [O-]/[NH+]=N/O.CC(=O)O
largest force on an atom = 0.0805 Eh/bohr